(1)
Formula: C5H11O2S
Source: the Open Molecules 2025 dataset
Level of theory: ωB97M-V/def2-TZVPD

E_HOMO	-3.798	eV
total charge	-1
ΔE to the lowest compared entry with this formula, charge and spin	241.1	kJ/mol
HOMO-LUMO gap	6.996	eV

Each line ends with the Löwdin charge.
Positions of all 19 atoms, in Å:
C (0.851, -2.006, -1.585)  -0.339
C (-1.612, -0.465, -1.714)  -0.455
S (-0.974, -2.125, -2.164)  0.662
H (1.032, -2.929, -1.024)  0.018
H (1.359, -1.853, -2.491)  -0.014
H (0.976, -1.039, -1.045)  0.023
H (-1.255, 0.513, -2.139)  0.052
H (-1.325, -0.220, -0.636)  0.023
H (-2.624, -0.488, -1.893)  -0.032
C (0.185, 0.542, 1.151)  -0.131
C (-0.093, 1.011, 2.599)  -0.098
C (0.930, 1.777, 0.313)  -0.707
O (1.762, 2.475, 0.849)  -0.027
O (0.694, 1.559, -0.930)  -0.140
H (1.146, -0.044, 1.132)  0.111
H (-0.465, 0.012, 0.696)  -0.037
H (-0.429, 1.982, 2.626)  0.043
H (0.670, 0.927, 3.147)  -0.022
H (-0.828, 0.371, 3.108)  0.069

***

(2)
Formula: C5H11O2Sm
Source: the Open Molecules 2025 dataset
Level of theory: ωB97M-V/def2-TZVPD

E_HOMO (alpha / beta)	-10.602 / -12.501	eV
total charge	+1
expectation value of S²	12.009
multiplicity	7
HOMO-LUMO gap (alpha / beta)	6.814 / 8.715	eV

Each line ends with the Löwdin charge.
Positions of all 19 atoms, in Å:
C (-1.430, -0.312, 0.555)  -0.113
C (-2.257, -0.123, -0.694)  -0.052
H (0.067, -1.544, -0.439)  0.164
H (-1.408, -1.347, 0.913)  0.134
H (-1.833, 0.643, -1.355)  0.086
H (-3.258, 0.210, -0.389)  0.097
H (-2.370, -1.060, -1.256)  0.091
O (3.081, 0.100, 0.242)  -0.485
C (2.197, -0.956, 0.164)  -0.334
C (0.823, -0.652, -0.398)  -0.136
O (0.033, 0.213, 0.455)  -0.335
C (0.310, 1.684, 0.373)  -0.208
Sm (2.825, 2.148, 0.486)  1.476
H (2.033, -1.438, 1.150)  0.131
H (2.580, -1.755, -0.505)  0.133
H (0.862, -0.197, -1.397)  0.141
H (-0.228, 2.078, 1.246)  0.044
H (-0.207, 2.024, -0.537)  0.038
H (-1.819, 0.287, 1.386)  0.129

***

(3)
Formula: C5H11O3
Source: the Open Molecules 2025 dataset
Level of theory: ωB97M-V/def2-TZVPD

E_HOMO	-4.136	eV
total charge	-1
ΔE to the lowest compared entry with this formula, charge and spin	254.2	kJ/mol
HOMO-LUMO gap	7.950	eV

Each line ends with the Löwdin charge.
Positions of all 19 atoms, in Å:
C (0.845, -1.454, 2.773)  -0.044
C (0.348, -0.039, 2.869)  -0.773
O (-0.261, 0.553, 1.928)  -0.088
O (0.530, 0.576, 3.926)  -0.072
H (0.938, -1.700, 1.694)  0.061
H (0.344, -2.256, 3.282)  0.049
H (1.944, -1.573, 3.099)  0.089
C (-0.647, 0.682, -1.274)  -0.541
C (0.686, 1.295, -1.681)  -0.077
C (-1.325, -0.166, -2.482)  -0.076
O (-0.356, -0.390, -0.521)  -0.152
H (-1.340, 1.347, -0.830)  0.113
H (1.444, 0.870, -0.979)  0.078
H (-0.738, -0.025, -3.471)  0.054
H (-1.409, -1.454, -2.308)  0.141
H (-2.350, 0.149, -2.701)  0.019
H (-0.301, -0.130, 0.465)  0.047
H (0.531, 2.282, -1.064)  0.095
H (1.117, 1.432, -2.726)  0.076

***

(4)
Formula: C5H11O3
Source: the Open Molecules 2025 dataset
Level of theory: ωB97M-V/def2-TZVPD

E_HOMO	-2.264	eV
total charge	-1
ΔE to the lowest compared entry with this formula, charge and spin	351.5	kJ/mol
HOMO-LUMO gap	5.796	eV

Each line ends with the Löwdin charge.
Positions of all 19 atoms, in Å:
C (-2.499, -2.401, 0.530)  -0.340
O (-1.838, -2.417, 1.722)  -0.113
C (-1.564, -1.620, -0.436)  -0.209
C (-1.569, -0.082, -0.424)  -0.277
C (-0.283, 0.515, -0.766)  -0.236
C (0.786, 0.909, -0.025)  -0.426
O (1.741, 1.589, -0.583)  -0.225
H (-2.618, -3.521, 0.195)  0.136
H (-3.455, -1.993, 0.507)  0.075
H (-1.852, -1.926, -1.430)  0.087
H (-0.563, -1.998, -0.331)  0.094
H (-2.191, 0.283, -1.218)  0.076
H (-1.952, 0.359, 0.653)  0.135
H (-0.287, 1.101, -1.651)  0.063
H (-1.981, -1.515, 2.217)  0.143
H (0.691, 0.674, 1.059)  0.090
H (5.369, 3.060, -0.676)  0.019
H (3.826, 2.700, -0.468)  -0.024
O (4.569, 3.185, -0.155)  -0.068

***

(5)
Formula: C5H11O3SSi
Source: the Open Molecules 2025 dataset
Level of theory: ωB97M-V/def2-TZVPD

E_HOMO	-3.347	eV
total charge	-1
ΔE to the lowest compared entry with this formula, charge and spin	288.9	kJ/mol
HOMO-LUMO gap	6.804	eV

Each line ends with the Löwdin charge.
Positions of all 21 atoms, in Å:
C (-1.510, 1.383, 0.541)  -0.192
C (-1.825, 0.010, -0.058)  -0.194
C (0.026, 1.349, 0.869)  -0.218
C (-1.081, -0.316, -1.373)  -0.210
C (0.756, 0.774, -0.327)  -0.633
O (2.606, 1.596, 1.078)  -0.566
O (2.929, -1.215, -0.056)  -0.627
O (0.142, 0.398, -1.505)  -0.141
Si (1.741, -2.153, -0.038)  0.229
S (2.371, 1.016, -0.236)  0.948
H (-1.566, 2.215, -0.187)  0.116
H (-1.958, 1.438, 1.527)  0.099
H (-1.302, -0.634, 0.743)  0.100
H (-2.880, -0.183, -0.159)  0.094
H (0.401, 2.407, 1.144)  0.134
H (0.130, 0.544, 1.548)  0.070
H (-0.883, -1.393, -1.233)  0.084
H (-1.661, 0.074, -2.166)  0.105
H (1.744, -3.604, 0.497)  -0.104
H (1.202, -2.269, -1.462)  -0.064
H (0.618, -1.434, 0.853)  -0.030

***

(6)
Formula: C5H11O4
Source: the Open Molecules 2025 dataset
Level of theory: ωB97M-V/def2-TZVPD

E_HOMO (alpha / beta)	-9.466 / -9.449	eV
total charge	0
expectation value of S²	0.753
multiplicity	2
ΔE to the lowest compared entry with this formula, charge and spin	312.1	kJ/mol
HOMO-LUMO gap (alpha / beta)	10.129 / 7.357	eV

Each line ends with the Löwdin charge.
Positions of all 20 atoms, in Å:
O (-1.383, 2.319, 0.351)  0.012
H (-2.001, 1.731, -0.162)  0.024
C (-0.626, -0.883, 1.943)  -0.048
C (0.176, -0.562, 0.713)  -0.284
C (1.273, 0.188, 0.741)  -0.049
C (2.060, 0.712, -0.431)  -0.255
O (1.371, 1.475, -1.415)  -0.070
C (-0.371, -1.098, -0.587)  -0.180
O (-1.416, -0.205, -0.942)  -0.169
O (-1.968, -0.852, -2.123)  -0.019
H (-1.452, -1.553, 1.684)  0.080
H (0.042, -1.390, 2.658)  0.088
H (-1.033, 0.021, 2.422)  0.087
H (1.709, 0.422, 1.718)  0.119
H (2.824, 1.368, 0.031)  0.113
H (2.563, -0.125, -0.939)  0.121
H (0.550, 1.812, -1.017)  0.061
H (0.395, -1.145, -1.386)  0.131
H (-0.793, -2.108, -0.480)  0.130
H (-1.920, -0.129, -2.779)  0.110

***

Number 1: F_max 9.93 eV/A. Number 2: F_max 2.53 eV/A. Number 3: F_max 5.88 eV/A. Number 4: F_max 4.92 eV/A. Number 5: F_max 3.41 eV/A. Number 6: F_max 1.28 eV/A.